DFT (wB97M-V/def2-TZVPD) results for a cluster of 2 separate species, C3H11N3O in total in a non-equilibrium geometry.

Each line ends with the Mulliken charge.
Geometry (Å):
C  -0.3677  0.3809  0.1668  0.738
C  0.7933  -0.2301  -0.4738  -0.029
C  -0.5142  0.4125  1.6684  -1.342
N  -1.8354  -0.8836  -0.5747  -0.815
N  1.2516  0.5167  -1.5999  -0.651
N  1.8113  -0.8249  0.2866  -0.617
O  -0.8325  1.5452  -0.4191  -0.584
H  -0.2076  1.6833  -1.1760  0.404
H  -0.9373  -1.3742  -0.8928  0.511
H  -2.3026  -1.3939  0.1736  0.244
H  -2.4011  -0.0827  -0.8608  0.335
H  1.5367  -1.4621  1.0213  0.227
H  2.2682  0.4687  -1.6685  0.231
H  0.8675  0.1332  -2.4582  0.184
H  2.5056  -0.1773  0.6537  0.191
H  0.2741  1.0292  2.1066  0.291
H  -0.4358  -0.5912  2.0927  0.293
H  -1.4742  0.8503  1.9539  0.388

For the max |F|, the calculation gives 4.66 eV/A. The HOMO-LUMO gap comes out at 6.9 eV. The SMILES is CC(O)=C(N)N.N.